C44H28F16GeN7O2S2Ti as an isolated structure in a non-equilibrium geometry, computed with the ωB97M-V functional and the def2-TZVPD basis.

XYZ file:
```
101
Properties=species:S:1:pos:R:3:forces:R:3
Ti 0.34811 -0.31264 0.98996 -0.742 -0.817 0.580
O 0.46758 -1.17954 5.47898 0.480 -0.115 0.206
S -0.17256 -0.60295 4.32934 0.077 0.693 -1.518
O -1.16645 -1.43961 3.67683 0.067 0.452 0.592
N 0.78276 -0.06009 3.13275 -0.529 -0.126 0.301
C 1.91875 0.73558 3.36939 0.048 -0.271 0.208
C 2.47412 1.04724 4.60636 0.971 0.639 -0.883
C 3.69889 1.74639 4.63099 -0.153 -0.429 0.847
C 4.35898 2.15305 3.49415 0.305 0.448 0.507
C 3.73996 1.96896 2.24417 0.271 -0.622 0.006
C 4.34597 2.33632 1.00854 1.344 1.326 0.585
C 3.73137 2.00588 -0.17824 -0.860 -0.650 -0.294
C 2.50167 1.34411 -0.13908 0.782 0.426 -1.176
N 1.86033 0.98960 0.99996 0.424 0.411 0.450
C 2.53655 1.23643 2.20230 -0.398 0.146 0.018
C -0.96880 0.88793 4.94755 0.011 0.913 0.214
C -1.96080 0.73410 5.90540 -0.375 0.183 -0.115
C -2.74891 1.79976 6.35664 1.068 0.206 -1.062
C -2.46720 3.06849 5.86597 0.204 -0.020 -0.263
C -1.38203 3.25209 4.99921 -0.513 0.828 0.046
C -0.62588 2.19634 4.53311 0.408 -0.962 -0.583
H 1.99446 0.76529 5.50758 -0.233 -0.364 0.677
H 4.18257 1.89781 5.60621 -0.278 0.038 -0.400
H 5.35412 2.62879 3.62691 -0.806 -0.279 -0.498
H 5.26742 2.97038 1.07103 -0.844 -0.799 -0.280
H 4.19134 2.21935 -1.13952 -0.149 0.097 0.097
H 1.95917 1.09618 -1.05233 0.313 0.083 0.175
H -2.17804 -0.25013 6.25844 -0.129 -0.567 0.148
H -3.57861 1.62115 6.99384 -0.508 -0.127 0.566
H -3.08342 3.93958 6.08665 0.087 -0.287 0.206
H -1.21182 4.28024 4.65079 0.209 -0.571 0.061
H 0.21342 2.34987 3.82463 -0.831 -0.057 0.539
C -2.40726 -4.44521 1.76697 0.134 -0.292 0.025
N -0.96439 -4.61787 1.47721 -0.674 -0.039 0.168
C -0.22287 -5.56095 2.38316 -0.006 1.403 -0.761
C -0.34556 -3.45790 1.00600 0.450 -0.008 0.089
N -0.76836 -2.26097 1.10826 0.790 -0.589 -0.647
N 0.84974 -3.69574 0.28352 0.013 0.418 0.903
C 1.95620 -2.87821 0.28750 -0.472 0.556 0.226
N 3.02105 -3.34262 -0.44890 -0.172 -0.559 -1.248
N 1.99275 -1.77880 0.95161 0.097 -0.173 -0.563
H -2.90767 -5.42051 1.70334 0.207 0.205 -0.007
H -2.84632 -3.78319 1.02510 0.013 -0.103 -0.223
H -2.66239 -3.99391 2.73893 0.502 -0.133 -0.009
H 0.02768 -6.52151 1.93910 -0.188 -0.017 -0.279
H -0.81015 -5.71670 3.27556 -0.192 -0.032 0.232
H 0.69336 -5.05253 2.67223 0.177 -0.170 0.175
H -1.57622 -2.16159 1.68507 -0.549 0.138 0.597
H 1.01885 -4.62366 -0.01723 -0.081 -0.794 -0.214
H 2.74208 -3.75739 -1.34798 -0.027 0.003 0.656
H 3.63931 -2.58699 -0.69040 0.345 0.200 0.220
H 2.83408 -1.24954 0.71387 -0.092 -0.127 0.344
F -6.68859 -1.13906 2.52136 -0.243 -0.286 -0.136
C -5.48444 -0.69482 2.08077 0.102 0.535 0.804
C -4.82297 0.23548 2.85332 0.395 0.368 -0.222
C -3.57671 0.68106 2.42116 -0.106 0.378 0.506
C -2.94928 0.24225 1.25168 -0.284 -0.810 -0.136
C -1.56139 0.62192 0.90881 -0.874 0.479 -0.322
C -3.72192 -0.63878 0.46167 0.064 -0.285 0.099
C -4.95320 -1.13273 0.90480 0.027 -0.488 -0.683
H -5.27775 0.64072 3.75299 0.076 -0.149 -0.088
H -3.07515 1.43996 3.01608 0.060 -0.150 0.065
H -1.36475 1.63764 1.25849 0.134 0.200 0.087
H -1.50182 0.63180 -0.18554 0.124 0.187 -0.118
H -3.38501 -0.98801 -0.51772 0.251 0.147 0.330
H -5.50595 -1.89224 0.34993 0.156 0.296 -0.103
F 1.10570 -1.20068 -6.41749 0.184 0.323 0.319
C -0.19827 -1.14324 -6.08838 0.744 -0.637 -0.630
C -0.65337 -0.60458 -4.92252 -0.130 0.381 0.766
C -2.02723 -0.62585 -4.70505 0.730 0.818 -0.240
F -2.54410 -0.00423 -3.63893 -0.042 -0.191 0.037
C -2.89120 -1.08361 -5.65569 -0.263 -0.845 -0.745
F -4.19730 -0.98650 -5.46235 -0.629 -0.076 -0.027
C -2.39869 -1.70440 -6.80736 0.433 0.017 0.211
F -3.21193 -2.30315 -7.68802 0.054 0.339 0.283
C -1.02360 -1.73301 -7.01635 -1.374 -0.432 -0.669
F -0.56928 -2.35304 -8.12610 0.084 0.368 0.549
Ge 0.37301 0.25801 -3.47560 -0.128 0.059 0.784
S 0.06083 -0.94121 -1.70996 0.202 0.087 -0.243
C -0.32227 2.14015 -3.49365 0.373 -0.473 -0.753
C -0.61719 2.73894 -4.71137 -0.016 0.206 1.127
F -0.44555 2.13639 -5.88114 0.118 -0.704 -0.441
C -1.08019 4.03450 -4.78856 -0.143 -0.029 -0.021
F -1.45478 4.52179 -5.96632 0.010 0.411 -0.395
C -1.17203 4.79414 -3.65350 0.262 -0.057 1.243
F -1.54258 6.06705 -3.71641 -0.204 0.201 -0.076
C -0.84131 4.23160 -2.40667 -0.723 1.815 -0.500
F -0.94100 4.98564 -1.28335 0.106 -0.527 -0.836
C -0.44723 2.93480 -2.36419 0.209 -0.686 -0.011
F -0.13725 2.47242 -1.16745 0.200 -0.461 0.528
C 2.28791 0.36141 -3.95976 0.439 -1.506 -0.206
C 3.05944 1.48901 -4.02296 -0.472 0.474 -0.081
F 2.46888 2.69190 -3.96947 0.181 0.197 0.170
C 4.42248 1.46351 -4.18258 0.971 -0.536 -0.454
F 5.11246 2.61115 -4.21524 0.054 -0.179 0.036
C 5.08819 0.24180 -4.38235 -0.694 0.867 0.416
F 6.40961 0.23220 -4.48975 0.207 -0.133 -0.199
C 4.34378 -0.92821 -4.39070 -0.348 0.689 0.513
F 4.89407 -2.12111 -4.51631 0.642 -0.581 -0.196
C 2.99210 -0.84750 -4.13008 -0.758 1.190 -0.032
F 2.31992 -1.99142 -4.07362 -0.158 -0.527 0.047
```
Positions in Å, forces in eV/Å.

Total charge ... -1
LUMO energy (spin up / spin down) ... 1.89 / 1.87 eV
<S²> ... 2.03
HOMO energy (spin up / spin down) ... -0.09791 / -0.18077 Ha
HOMO-LUMO gap (spin up / spin down) ... 4.557 / 6.792 eV
Multiplicity ... 3

Here are the Mulliken charges for atoms 1 to 5, given in e: -0.72, -0.68, 0.60, -0.56, 1.12


C44H31BClF4IN11O4Sn as an isolated structure, computed with the ωB97M-V functional and the def2-TZVPD basis.

XYZ file:
```
98
Properties=species:S:1:pos:R:3:forces:R:3
Sn 0.33334 0.28907 0.13490 0.516 -0.072 0.117
C -5.13679 -2.97691 0.10184 -0.025 -0.077 0.031
N -3.85640 -2.34428 0.36111 -0.029 0.111 -0.025
C -2.92014 -1.92609 -0.49238 -0.001 0.010 -0.004
N -1.90148 -1.40891 0.17245 0.022 -0.013 -0.138
C -2.28564 -1.54631 1.46764 0.062 0.055 0.019
N -3.46154 -2.09955 1.62669 -0.020 -0.060 0.056
C -5.09231 -4.48814 0.13550 -0.003 0.002 -0.002
C -6.11297 -5.19787 -0.48655 0.031 0.012 0.029
C -6.15906 -6.58089 -0.39946 -0.001 0.000 -0.002
C -5.18306 -7.26840 0.30039 -0.002 0.005 -0.006
C -4.14990 -6.56220 0.90808 -0.011 0.036 -0.027
C -4.10462 -5.17334 0.82668 -0.002 -0.038 0.035
C -3.11987 -7.30138 1.63377 -0.096 -0.023 -0.040
N -3.11045 -8.55215 1.93545 -0.053 0.045 -0.025
N -1.91934 -8.78575 2.59862 0.063 0.025 0.021
C -1.30024 -7.65770 2.64572 0.083 -0.065 0.044
O -2.00406 -6.65765 2.05602 -0.005 -0.020 -0.002
C 0.02841 -7.38048 3.18417 0.021 0.026 0.032
C 0.78030 -8.42704 3.70953 0.016 0.015 -0.007
C 2.06428 -8.17858 4.16117 -0.006 0.000 -0.001
C 2.60575 -6.90477 4.06487 -0.023 0.030 0.022
C 1.85758 -5.85783 3.54155 -0.004 -0.009 0.007
C 2.48783 -4.48792 3.43656 0.012 -0.041 0.048
N 1.82761 -3.64399 2.45966 0.043 0.023 0.028
C 1.32763 -2.42130 2.61250 -0.115 0.063 -0.033
N 0.81768 -1.99833 1.46900 -0.003 -0.034 0.050
C 1.06871 -3.03723 0.62572 -0.053 0.082 -0.021
N 1.67832 -4.04764 1.18487 0.035 -0.071 -0.064
C 0.55886 -6.09708 3.11979 -0.014 -0.017 -0.033
H -5.50122 -2.62160 -0.86166 0.018 -0.007 -0.009
H -5.81370 -2.60933 0.87387 -0.006 0.028 -0.037
H -3.00828 -2.01609 -1.56186 -0.020 -0.007 -0.041
H -1.68440 -1.22705 2.30138 0.007 0.005 0.035
H -6.88092 -4.66672 -1.03554 -0.026 0.009 -0.015
H -6.95925 -7.12381 -0.88263 -0.012 -0.015 -0.009
H -5.20508 -8.34589 0.38094 0.004 -0.019 -0.007
H -3.30923 -4.63874 1.32815 0.007 0.012 -0.006
H 0.35785 -9.42125 3.73736 -0.014 -0.018 0.023
H 2.65729 -8.98551 4.56860 0.008 -0.012 0.004
H 3.62193 -6.72505 4.39436 0.026 -0.011 -0.015
H 3.53828 -4.57467 3.15718 -0.017 0.002 0.001
H 2.43566 -3.95974 4.39023 0.023 -0.001 -0.009
H 1.34680 -1.88007 3.54309 0.044 0.000 0.039
H 0.79358 -3.03684 -0.41591 0.013 -0.023 -0.035
H -0.03857 -5.30101 2.69722 0.012 -0.004 -0.008
Cl -5.19767 5.44204 -2.58854 0.000 0.018 -0.005
C -4.12727 4.41146 -1.74571 -0.028 -0.047 0.038
C -4.65914 3.52413 -0.82162 0.059 0.023 -0.033
C -3.83611 2.66261 -0.12796 -0.039 -0.085 0.114
I -4.62763 1.36607 1.26979 0.053 0.017 -0.086
C -2.40318 2.63415 -0.34353 -0.025 0.001 0.076
O -1.66741 1.83998 0.25675 -0.141 0.065 -0.024
C -1.86043 3.61401 -1.30673 -0.039 0.021 -0.047
N -0.53522 3.61678 -1.46132 0.019 -0.024 0.007
C -0.01154 4.48551 -2.30409 -0.003 0.027 -0.013
C -0.77308 5.39363 -3.04862 -0.003 -0.030 0.021
C -2.13619 5.39367 -2.89747 0.028 0.003 -0.017
C -2.71825 4.48543 -1.99916 0.031 0.020 -0.003
H -5.72639 3.51753 -0.65029 0.000 0.013 -0.012
H 1.06851 4.47277 -2.40081 0.026 0.026 -0.026
H -0.28421 6.07759 -3.72690 0.007 0.026 -0.012
H -2.75868 6.07888 -3.45452 -0.013 0.011 -0.003
F 2.60097 -0.53364 -0.09247 -0.511 -0.055 -0.178
B 3.97027 -0.82553 0.34591 0.261 0.006 0.072
F 3.91396 -1.70891 1.40102 -0.097 -0.104 0.120
F 4.50273 0.40376 0.73865 0.043 0.207 0.023
F 4.63839 -1.34162 -0.74664 0.060 0.061 -0.121
O 1.28895 1.07011 -1.90275 -0.101 -0.060 0.001
C 2.10168 1.85480 -1.38900 -0.080 0.004 0.076
N 3.13429 2.44624 -2.02305 0.056 -0.057 0.045
C 3.91322 3.28818 -1.15311 0.274 0.141 -0.310
C 3.04022 2.89562 0.36144 -0.347 -0.294 0.040
O 3.42328 3.33916 1.38238 0.190 0.119 0.161
N 2.01391 2.19050 -0.06977 0.050 0.065 -0.032
C 5.29436 2.90562 -0.95192 -0.051 -0.011 0.073
C 5.80248 1.66804 -1.41269 -0.008 -0.064 0.087
C 7.12033 1.33897 -1.20063 0.014 0.009 0.023
C 7.94414 2.21037 -0.49479 -0.024 0.032 0.010
C 7.44913 3.42800 -0.00016 0.001 -0.030 -0.003
C 6.14440 3.77303 -0.22139 0.017 -0.034 -0.055
C 3.65080 4.76941 -1.41392 -0.098 -0.032 0.052
C 3.82869 5.19202 -2.73198 -0.001 -0.006 -0.003
C 3.59220 6.50802 -3.08693 -0.004 0.010 0.001
C 3.17112 7.42211 -2.12869 -0.004 -0.016 0.021
C 3.00349 7.00849 -0.81850 -0.005 0.005 -0.016
C 3.24370 5.68703 -0.45772 -0.031 0.041 0.063
H 3.44809 2.11606 -2.92082 -0.023 0.001 -0.025
H 5.15580 0.95467 -1.89993 -0.062 -0.035 -0.001
H 7.49846 0.38769 -1.54528 0.004 -0.011 -0.017
H 8.97391 1.93943 -0.30530 0.019 -0.005 -0.002
H 8.09692 4.08589 0.56164 0.016 -0.003 0.003
H 5.74728 4.69905 0.16828 0.000 0.039 -0.016
H 4.16279 4.49046 -3.48663 0.004 -0.017 -0.015
H 3.74504 6.82149 -4.11049 0.003 0.010 -0.026
H 2.98418 8.45113 -2.40305 0.001 0.019 -0.009
H 2.68152 7.71123 -0.06215 0.001 0.019 0.004
H 3.11078 5.38992 0.57293 -0.003 0.022 -0.040
```
Positions in Å, forces in eV/Å.

Energy above the lowest of the compared OMol25 structures with the same formula, charge and spin ... 0.0 kJ/mol
Total charge ... +1
LUMO energy (spin up / spin down) ... -5.06 / -6.08 eV
HOMO energy (spin up / spin down) ... -0.37555 / -0.37556 Ha
HOMO-LUMO gap (spin up / spin down) ... 5.164 / 4.135 eV

Here are the Mulliken charges for atoms 1 to 5, given in e: 1.57, -1.37, 0.87, -0.31, 0.12


> Look up the total charge of the second one.

+1


> Which of these has the highest total charge?

C44H31BClF4IN11O4Sn


> total charge of number 2 (C44H31BClF4IN11O4Sn)?

+1


> What is the formula in the second record?

C44H31BClF4IN11O4Sn